[1]
ORCA calculation (ωB97M-V with the def2-TZVPD basis set) on C3H4N2 in the gas phase.

Geometry as ORCA input:
```
! wB97M-V def2-TZVPD RIJCOSX def2/J DEFGRID3
* xyz 0 1
C -0.0067 0.4317 0.0045
C -1.3711 0.0457 0.0581
C -2.5517 -0.1308 -0.0013
H 2.8311 -0.7344 0.2776
H 2.4134 0.8317 0.3829
H 0.1466 1.5250 -0.1363
H -3.5597 -0.3967 -0.1273
N 2.2003 -0.0197 -0.1095
N 0.9062 -0.4525 0.0002
*
```

Calculated values
HOMO level: -8.9 eV
SMILES string: C#C/C=N/N
HOMO-LUMO gap: 9.788 eV

=====

[2]
ORCA calculation (ωB97M-V with the def2-TZVPD basis set) on C3H4N2 in the gas phase.

Geometry as ORCA input:
```
! wB97M-V def2-TZVPD RIJCOSX def2/J DEFGRID3
* xyz 0 3
C -0.7334 1.1624 -0.7051
C -0.3359 0.1065 0.0561
C 1.0256 -0.5285 0.2332
N -2.4408 0.0244 0.2605
N -1.4238 -0.4246 0.6439
H -0.0271 1.6951 -1.3706
H 1.1966 -1.0601 -0.7257
H 0.9773 -1.2970 1.0328
H 1.7615 0.3219 0.5749
*
```

Calculated values
HOMO level (spin up / spin down): -8.2 / -9.5 eV
HOMO-LUMO gap (spin up / spin down): 8.050 / 8.275 eV

=====

The records above yield max |F| values of 1.32, 5.23 eV/Å, respectively.